[1]
ORCA calculation (the ωB97M-V functional and the def2-TZVPD basis) on a structure of composition CH3NOS4.

**HOMO energy**: -9.0 eV
**Kohn-Sham gap**: 9.04 eV
**Total charge**: 0
**Relative energy (zero: lowest compared OMol25 entry of this formula, charge and spin)**: 44.1 kJ/mol

Positions of all 10 atoms, in Å:
1 C -0.539670 -0.111864 -0.346250
2 N -0.202966 1.191361 -0.047041
3 O -1.625374 -0.600223 -0.331150
4 S -1.503560 2.406647 0.180907
5 S 1.419987 1.598523 -0.092706
6 S 0.365424 -2.919809 -0.863780
7 S 1.025507 -0.936527 -0.815119
8 H -2.000313 1.918267 1.292821
9 H 1.644806 1.026059 1.126194
10 H 1.416159 -3.572435 -0.103877

Forces on atoms 1 to 2 (eV/Å):
C 0.61 -0.47 -0.25
N -1.98 1.19 -0.10


[2]
ORCA calculation (the ωB97M-V functional and the def2-TZVPD basis) on a structure of composition C7H17AgClNO3.

**HOMO energy (spin up / spin down)**: -2.7 / -5.7 eV
**Kohn-Sham gap (spin up / spin down)**: 5.57 / 8.53 eV
**Spin multiplicity**: 2
**Total charge**: -1

Positions of all 30 atoms, in Å:
1 Ag -3.583970 4.002433 -1.105413
2 Cl -3.553077 2.040542 0.863645
3 C 3.710531 0.314795 -2.771626
4 O 3.207442 -0.599466 -1.858420
5 C 1.798532 -0.982194 -2.002011
6 C 0.792840 0.136026 -1.686049
7 O 0.853395 0.528375 -0.274020
8 C -0.069742 1.556824 0.112196
9 H 4.680879 0.653691 -2.408739
10 H 3.070361 1.188556 -2.893344
11 H 3.794999 -0.141858 -3.757744
12 H 1.642907 -1.769038 -1.263942
13 H 1.677826 -1.408195 -2.998027
14 H -0.235663 -0.123276 -1.937110
15 H 1.022142 1.052909 -2.229038
16 H 0.235599 2.520426 -0.295656
17 H -0.079759 1.644874 1.198588
18 H -1.094572 1.337360 -0.187240
19 C -0.807217 -0.413835 3.742937
20 C -1.144506 -1.334423 2.659534
21 O -0.805585 -2.513206 2.722979
22 N -1.872061 -0.794356 1.668518
23 C -2.192455 -1.487655 0.377486
24 H -0.092844 0.385750 3.546887
25 H -0.344322 -1.018915 4.522495
26 H -1.637362 0.127029 4.197284
27 H -2.247382 0.140981 1.734617
28 H -3.056343 -1.028173 -0.102774
29 H -2.332282 -2.511799 0.723459
30 H -1.338313 -1.504182 -0.299473

Forces on atoms 1 to 2 (eV/Å):
Ag 0.03 -0.38 0.36
Cl 0.04 0.24 -0.29


[3]
ORCA calculation (the ωB97M-V functional and the def2-TZVPD basis) on a cluster of 2 separate species, C6H14N6 in total.

**HOMO energy**: -8.4 eV
**Kohn-Sham gap**: 9.36 eV
**SMILES string**: C=CC/C=N\N.C=NN/C=N\N
**Total charge**: 0
**Relative energy (zero: lowest compared OMol25 entry of this formula, charge and spin)**: 379.0 kJ/mol

Positions of all 26 atoms, in Å:
1 C -5.214850 0.162227 0.130782
2 C -4.031210 -0.206202 0.615573
3 C -2.708404 0.297893 0.116040
4 C -1.819426 -0.803950 -0.395652
5 N -0.685134 -0.647798 -0.935889
6 N -0.230841 0.652307 -1.095897
7 H -5.293512 0.864206 -0.679365
8 H -6.138732 -0.235904 0.526961
9 H -3.990023 -0.923934 1.432315
10 H -2.859182 1.040386 -0.690963
11 H -2.192820 0.831694 0.930504
12 H -2.172770 -1.833172 -0.326654
13 H -0.461264 1.274085 -0.317862
14 H 0.778808 0.635114 -1.261391
15 C 1.506900 0.031146 0.878315
16 N 1.656730 -0.793323 -0.079120
17 N 2.928464 -1.153740 -0.474443
18 C 4.096869 -0.883723 0.273699
19 N 4.604256 0.265527 0.432626
20 N 3.932316 1.326196 -0.138429
21 H 0.473182 0.292751 1.135840
22 H 2.308608 0.483321 1.414073
23 H 2.882777 -2.087160 -0.896056
24 H 4.609898 -1.740356 0.717940
25 H 3.407630 1.066540 -1.005402
26 H 4.611730 2.085874 -0.307551

Forces on atoms 1 to 2 (eV/Å):
C 0.44 -0.33 0.35
C -0.30 0.14 -0.09


[4]
ORCA calculation (the ωB97M-V functional and the def2-TZVPD basis) on the molecule C4H8N2.

**HOMO energy**: -8.8 eV
**Kohn-Sham gap**: 9.80 eV
**SMILES string**: NC/C=C1\CN1
**Total charge**: 0
**Relative energy (zero: lowest compared OMol25 entry of this formula, charge and spin)**: 206.4 kJ/mol

Positions of all 14 atoms, in Å:
1 N 2.290194 0.796983 0.451722
2 C 1.433571 0.175378 -0.565644
3 C 0.359527 -0.713769 0.002811
4 C -0.935026 -0.461233 -0.076364
5 C -2.082539 0.327685 -0.484603
6 N -2.198298 -0.922546 0.315679
7 H 2.841438 0.070988 0.900579
8 H 1.675176 1.177547 1.181191
9 H 2.087376 -0.388312 -1.240770
10 H 0.974366 0.968350 -1.165077
11 H 0.679395 -1.588556 0.567375
12 H -2.481663 0.240667 -1.491620
13 H -2.272671 1.284674 -0.000774
14 H -2.394507 -0.742290 1.297863

Forces on atoms 1 to 2 (eV/Å):
N -0.42 0.02 0.37
C -0.07 -0.01 -0.25


[5]
ORCA calculation (the ωB97M-V functional and the def2-TZVPD basis) on a structure of composition C30H47BrN4OP2Pd.

**HOMO energy (spin up / spin down)**: -12.4 / -12.4 eV
**Kohn-Sham gap (spin up / spin down)**: 6.62 / 3.15 eV
**Spin multiplicity**: 3
**Total charge**: +2
**Relative energy (zero: lowest compared OMol25 entry of this formula, charge and spin)**: 252.5 kJ/mol

Positions of all 86 atoms, in Å:
1 N -6.245596 4.481287 -4.182809
2 C -5.948156 4.748901 -2.908110
3 C -5.011038 4.010449 -2.154449
4 C -4.374761 2.868243 -2.708474
5 C -4.686197 2.621477 -4.072266
6 C -5.615219 3.432236 -4.746126
7 C -3.432448 2.063294 -1.936391
8 Pd -0.150074 0.048549 0.094371
9 P 3.922853 -1.013124 0.671489
10 C -2.634595 1.013358 -2.381196
11 C -1.186225 1.055279 -2.225350
12 C -0.263274 0.579876 -3.214517
13 C 0.829813 1.408569 -3.550062
14 C 1.274419 2.384281 -2.644831
15 C 0.483468 2.723566 -1.554875
16 C -0.614326 1.864359 -1.120671
17 Br 3.048815 2.983435 -2.618265
18 H -3.338189 2.377337 -0.896615
19 H -3.117096 0.218983 -3.007304
20 H -4.833316 4.336401 -1.139586
21 H -4.226032 1.808383 -4.624879
22 H -6.490921 5.594209 -2.463579
23 H -5.909065 3.242599 -5.777666
24 H -0.539309 -0.313513 -3.827689
25 H -1.266478 2.173127 -0.286918
26 H 1.404726 1.313444 -4.492479
27 H 0.824352 3.542992 -0.904365
28 P -0.420516 -2.228207 0.025236
29 C 4.833312 0.564315 1.014732
30 C 6.066512 0.808308 0.134848
31 H 5.132933 0.535507 2.076860
32 H 4.097737 1.376111 0.882985
33 H 6.421753 1.837776 0.278065
34 H 6.899400 0.141572 0.399487
35 H 5.857209 0.682629 -0.934516
36 C 3.261940 -0.685780 -1.004877
37 C 4.020428 -1.486876 -2.059935
38 H 3.347744 0.397079 -1.181713
39 H 2.192694 -0.951825 -0.979590
40 H 3.564917 -1.339477 -3.045931
41 H 5.066188 -1.169276 -2.132400
42 H 4.021707 -2.564654 -1.842115
43 C 2.603419 -0.875330 1.936027
44 C 3.097890 -1.664016 3.158604
45 H 1.655417 -1.294089 1.535302
46 H 2.392564 0.189314 2.170432
47 H 2.283591 -2.201590 3.673326
48 H 3.841226 -2.416900 2.837196
49 H 3.603565 -1.008691 3.886872
50 C -0.155293 -3.463066 1.340464
51 C -0.937740 -4.778731 1.245614
52 H -0.382931 -2.939828 2.277481
53 H 0.926246 -3.666219 1.324062
54 H -2.025064 -4.654908 1.376082
55 H -0.749763 -5.324144 0.306980
56 H -0.593014 -5.427433 2.062765
57 C 0.566557 -3.077426 -1.258732
58 C 0.055657 -2.908960 -2.676732
59 H 0.500204 -4.132582 -0.948077
60 H 1.620609 -2.767506 -1.137238
61 H -0.968106 -3.292591 -2.787920
62 H 0.087288 -1.862561 -3.002657
63 H 0.714690 -3.495193 -3.329215
64 C -2.181111 -2.463779 -0.368838
65 C -3.005146 -2.141266 0.871512
66 H -2.276738 -3.526312 -0.662292
67 H -2.470753 -1.844587 -1.238205
68 H -3.645851 -1.271772 0.686927
69 H -3.666757 -2.974007 1.150015
70 H -2.372068 -1.909882 1.746985
71 C -1.754832 -0.034522 5.427965
72 N -0.933877 0.642158 4.424545
73 C -0.511305 1.895121 4.687249
74 C 0.280306 2.555179 3.786611
75 C 0.463312 1.957152 2.526191
76 N -0.167467 0.818099 2.180217
77 C -0.608576 0.003184 3.222962
78 O -0.677638 -1.228650 3.153948
79 N 1.362451 2.558774 1.686146
80 H -1.855280 -1.097449 5.218045
81 H -2.755200 0.411160 5.454839
82 H -1.310486 0.108126 6.421503
83 H -0.815344 2.294482 5.633209
84 H 0.729830 3.518387 3.985188
85 H 1.960977 3.276653 2.132668
86 H 1.804438 2.031014 0.924480

Forces on atoms 1 to 2 (eV/Å):
N 0.46 -0.62 0.36
C 0.46 -0.28 -0.04


no.,strongest force on any atom (Eh/bohr),E_tot (Eh)
1,0.045,-1762.6020
2,0.051,-1164.5634
3,0.028,-565.3739
4,0.011,-266.6434
5,0.070,-4849.5442